1.
# C13H22N2O2S

C13H22N2O2S in the gas phase (ωB97M-V/def2-TZVPD, OMol25).

```
! wB97M-V def2-TZVPD RIJCOSX def2/J DEFGRID3
* xyz 0 1
C 4.31062 -0.25979 -0.99457
C -0.73550 -3.02092 0.94850
C 1.80196 -0.23776 -0.89768
H 0.03210 -3.53279 0.37329
H -3.44282 1.19857 -1.44157
H -1.18353 1.05795 0.59397
C -1.92636 1.61223 0.02204
H -1.93562 3.31408 -1.31785
N 1.01116 0.86029 -0.71820
C -2.71733 0.63894 -0.84641
H -2.59358 2.11825 0.72296
H -4.19540 0.08948 0.61481
H -1.38551 -3.76779 1.40015
H 5.23774 -0.30661 -0.42741
H -0.62053 2.13765 -1.60282
H 4.33738 0.61502 -1.64214
O 1.54712 -1.16386 -1.61750
C -0.30800 3.48989 0.00980
H -2.02276 -2.66138 -0.73277
H -4.02893 -1.04619 -0.72333
H 2.97992 -2.29450 0.36611
C -1.53091 -2.08110 0.05056
H -0.25097 -2.46517 1.74982
O -0.54422 4.60130 0.40503
C 3.10063 -1.36739 0.92304
H -2.03273 0.14592 -1.53675
H 2.27239 -1.27460 1.62338
S 3.05123 1.39131 0.82685
N 0.90173 2.90459 0.42467
H 4.22760 -1.14896 -1.61664
H 4.03259 -1.40601 1.48276
C 1.48248 1.73945 0.08585
H 1.43507 3.50016 1.05185
H -0.84039 -1.39096 -0.43371
C -2.58302 -1.30611 0.84039
C 3.11025 -0.20287 -0.05926
H -2.09072 -0.70383 1.60696
C -3.46986 -0.41337 -0.03010
C -1.20554 2.65677 -0.84463
H -3.22776 -2.01990 1.36055
*
```

Output
- Frontier orbital gap: 0.371 Eh
- LUMO level: 0.24 eV
- DFT total energy: -31749.9600 eV

From a natural (NBO) analysis of the wavefunction, the atomic charges in e read: -0.6113, -0.5987, 0.6791, 0.2116, 0.2014, 0.2041, -0.3841, 0.2328, -0.6052, -0.3976, 0.2057, 0.1970, 0.1994, 0.2138, 0.2589, 0.2213, -0.5492, 0.7182, 0.1954, 0.2013, 0.2363, -0.4048, 0.1922, -0.5532, -0.6112, 0.2097, 0.2208, 0.2415, -0.6331, 0.2369, 0.2146, 0.3739, 0.4229, 0.2086, -0.3937, -0.2398, 0.1890, -0.3857, -0.5187, 0.2001

---

2.
# C4H3NOS

C4H3NOS in the gas phase (ωB97M-V/def2-TZVPD, OMol25).

```
! wB97M-V def2-TZVPD RIJCOSX def2/J DEFGRID3
* xyz 0 1
S -3.59883 1.81152 -0.01084
H -0.34695 -1.68226 0.07546
H 0.51698 1.22934 -0.27171
C -3.11829 0.27054 0.00584
H 1.39466 -0.33378 -0.12301
C -0.54724 -0.67839 0.01118
N -1.91018 -0.42505 0.11648
O -3.40678 -2.32575 -0.04982
C -3.03266 -1.19938 -0.02107
C 0.47824 0.16832 -0.02658
*
```

Output
- Frontier orbital gap: 0.308 Eh
- LUMO level: -0.86 eV
- DFT total energy: -18566.2613 eV

From a natural (NBO) analysis of the wavefunction, the atomic charges in e read: 0.0185, 0.2123, 0.2220, -0.0117, 0.2043, -0.0340, -0.3956, -0.5149, 0.6615, -0.3625

---

3.
# C4H5NO2

C4H5NO2 in the gas phase (ωB97M-V/def2-TZVPD, OMol25).

```
! wB97M-V def2-TZVPD RIJCOSX def2/J DEFGRID3
* xyz 0 1
C 0.31835 -0.46456 -0.86197
H -0.80324 0.84765 -2.25700
C -0.83072 -0.05591 1.30029
N 0.15978 -0.96060 0.51454
H 0.64417 -1.12609 -1.67680
O -1.41372 1.04866 -0.38474
O -0.49602 0.83019 2.03694
C -0.67780 0.55335 -1.21480
H 1.42284 0.70291 0.81136
H -1.82148 -0.52551 1.28520
H 2.28323 -0.69781 -0.03141
C 1.34518 -0.20523 0.21614
*
```

Output
- Frontier orbital gap: 0.369 Eh
- LUMO level: 0.23 eV
- DFT total energy: -9811.5765 eV

From a natural (NBO) analysis of the wavefunction, the atomic charges in e read: -0.2210, 0.1434, 0.5588, -0.4245, 0.2272, -0.4942, -0.5719, 0.4225, 0.2374, 0.1377, 0.2102, -0.2255

---

4.
# C3H4OS2

C3H4OS2 in the gas phase (ωB97M-V/def2-TZVPD, OMol25).

```
! wB97M-V def2-TZVPD RIJCOSX def2/J DEFGRID3
* xyz 0 1
S -1.14963 2.11804 -1.73758
C -0.91322 -0.49330 -1.18185
H 1.56580 -0.91447 0.70524
H -1.78506 -0.51502 -1.85177
H 1.52577 0.07236 2.21853
H 0.06889 -0.77067 1.67137
O -0.32278 -1.47646 -0.82065
S 0.56814 1.29840 0.47327
C 0.97145 -0.25341 1.33272
C -0.52936 0.93452 -0.80928
*
```

Output
- Frontier orbital gap: 0.292 Eh
- LUMO level: -1.25 eV
- DFT total energy: -26892.7610 eV

From a natural (NBO) analysis of the wavefunction, the atomic charges in e read: 0.0711, 0.3802, 0.2442, 0.1420, 0.2319, 0.2337, -0.4926, 0.3836, -0.7442, -0.4498

---

Result set for energy relative to the best compared isomer or geometry (same formula, charge and spin): 0.0 192.2 264.2 108.8 kJ/mol, one per record in the order listed.